# 1
ORCA calculation (ωB97M-V/def2-TZVPD) on a cluster of 13 separate species, C44H85Br2N9O3S3 in total at a distorted geometry.

Structure (XYZ):
```
146
Properties=species:S:1:pos:R:3:lowdin_charge:R:1
C -0.774 -5.708 5.608 -0.091
C -1.451 -5.047 6.867 -0.245
C -1.982 -3.660 6.673 -0.198
C -1.109 -2.843 5.779 -0.189
N -0.366 -2.201 5.133 0.158
H -1.431 -5.718 4.738 0.064
H -0.553 -6.719 5.950 0.077
H 0.039 -5.118 5.187 0.044
H -0.690 -4.962 7.643 0.110
H -2.262 -5.720 7.148 0.109
H -2.063 -3.130 7.622 0.117
H -3.007 -3.664 6.304 0.117
C -4.378 0.618 -2.403 -0.126
C -4.484 -0.783 -1.807 -0.222
C -5.988 -1.058 -1.320 -0.158
C -6.313 -0.103 -0.252 -0.229
N -6.473 0.685 0.592 0.153
H -4.677 1.504 -1.842 0.048
H -4.889 0.720 -3.360 0.075
H -3.302 0.727 -2.536 0.056
H -3.804 -0.887 -0.961 0.091
H -4.090 -1.513 -2.513 0.107
H -6.032 -2.050 -0.871 0.105
H -6.743 -1.027 -2.106 0.114
C -2.088 0.577 3.356 -0.101
C -3.589 0.925 3.084 -0.270
C -3.653 2.127 2.212 -0.186
C -3.062 3.298 3.021 -0.214
N -2.590 4.131 3.626 0.143
H -1.368 1.396 3.359 0.057
H -1.760 -0.014 2.501 0.056
H -2.057 0.050 4.310 0.054
H -4.003 1.077 4.080 0.110
H -4.035 0.041 2.627 0.103
H -4.715 2.366 2.151 0.092
H -3.339 1.915 1.190 0.111
C -1.035 7.475 -1.115 -0.066
C -0.791 5.938 -0.900 -0.285
C -0.729 5.599 0.595 -0.178
C 0.028 4.348 0.908 -0.209
N 0.605 3.435 1.109 0.189
H -0.058 7.953 -1.046 0.081
H -1.815 7.755 -0.408 0.080
H -1.495 7.349 -2.096 0.033
H 0.177 5.616 -1.283 0.081
H -1.646 5.390 -1.295 0.061
H -1.738 5.433 0.972 0.104
H -0.403 6.373 1.290 0.120
C 0.300 -0.773 -0.507 -0.091
C -0.461 0.521 -0.504 -0.230
C 0.000 1.618 -1.521 -0.195
C 0.157 1.128 -2.878 -0.315
N 0.305 0.756 -3.967 0.148
H 0.097 -1.508 0.272 0.074
H 1.369 -0.636 -0.342 0.064
H 0.226 -1.265 -1.477 0.069
H -0.542 0.928 0.504 0.078
H -1.516 0.309 -0.677 0.086
H 0.940 2.097 -1.245 0.093
H -0.639 2.467 -1.760 0.049
C 4.069 -4.991 -3.426 -0.108
C 2.863 -4.093 -3.082 -0.240
C 2.493 -2.929 -4.098 -0.146
C 3.557 -1.916 -3.941 -0.235
N 4.391 -1.106 -3.818 0.133
H 4.358 -5.202 -4.456 0.072
H 3.954 -6.014 -3.067 0.063
H 4.929 -4.609 -2.877 0.066
H 2.999 -3.699 -2.075 0.077
H 2.056 -4.825 -3.057 0.096
H 1.567 -2.503 -3.713 0.101
H 2.411 -3.338 -5.106 0.116
C -3.623 7.389 -3.884 -0.089
C -4.434 6.476 -4.933 -0.203
C -4.656 4.928 -4.676 -0.146
C -4.281 4.529 -3.256 -0.207
N -4.045 4.190 -2.140 0.142
H -3.819 6.990 -2.889 0.050
H -3.998 8.409 -3.969 0.068
H -2.542 7.434 -4.018 0.050
H -4.064 6.739 -5.924 0.092
H -5.420 6.939 -4.983 0.088
H -3.972 4.327 -5.275 0.043
H -5.689 4.655 -4.892 0.111
C -3.370 -6.373 0.290 -0.110
C -1.968 -6.325 0.893 -0.274
C -1.134 -7.561 0.695 -0.171
C -1.586 -8.690 1.558 -0.246
N -1.967 -9.444 2.290 0.137
H -3.485 -6.710 -0.740 0.076
H -3.955 -5.458 0.383 0.065
H -3.959 -7.031 0.928 0.067
H -2.048 -5.949 1.912 0.106
H -1.513 -5.474 0.387 0.090
H -0.155 -7.385 1.142 0.097
H -1.158 -7.942 -0.326 0.126
C 2.697 -0.181 3.518 -0.077
C 2.453 1.351 3.753 -0.217
C 3.345 2.230 2.897 -0.237
C 4.631 2.298 3.480 -0.292
N 5.674 2.311 3.946 0.172
H 3.580 -0.565 4.028 0.073
H 2.846 -0.477 2.479 0.038
H 1.803 -0.709 3.848 0.045
H 2.582 1.589 4.809 0.113
H 1.424 1.568 3.467 0.084
H 2.958 3.247 2.830 0.109
H 3.494 1.789 1.912 0.097
C 3.097 -6.080 1.148 -0.205
S 2.027 -4.523 0.877 0.833
O 1.080 -5.098 -0.161 -0.602
C 1.320 -4.422 2.600 -0.247
H 3.409 -6.503 0.194 0.043
H 2.489 -6.777 1.724 0.037
H 4.017 -5.964 1.721 0.045
H 0.710 -3.565 2.884 0.029
H 2.265 -4.383 3.143 0.047
H 0.737 -5.296 2.891 0.031
C 6.288 -0.504 1.719 -0.254
S 5.661 -2.166 1.220 0.862
O 4.705 -2.735 2.266 -0.605
C 4.465 -1.414 0.132 -0.281
H 6.913 -0.575 2.608 0.056
H 5.490 0.146 2.081 0.017
H 6.654 0.007 0.828 0.039
H 4.943 -0.524 -0.277 0.043
H 3.515 -1.294 0.651 0.030
H 4.266 -2.077 -0.710 0.022
C 4.198 3.191 -1.606 -0.220
S 5.026 3.519 0.054 0.809
O 5.958 2.399 0.444 -0.549
C 6.135 4.805 -0.516 -0.266
H 3.480 2.379 -1.498 0.029
H 5.025 2.873 -2.240 0.047
H 3.712 4.028 -2.107 0.050
H 5.518 5.652 -0.812 0.051
H 6.675 4.379 -1.361 0.057
H 6.732 5.072 0.356 0.056
Br -2.213 2.035 -5.984 0.531
C -0.607 3.117 -6.642 -0.566
C -0.452 4.370 -5.822 -0.639
Br -0.543 4.075 -3.885 0.720
H -0.598 3.121 -7.732 0.068
H 0.176 2.431 -6.318 0.028
H -1.308 4.980 -6.112 0.046
H 0.490 4.890 -5.997 0.063
```

Properties
E_HOMO   -8.7 eV
Kohn-Sham gap   8.7 eV
E_LUMO   0.0 eV

# 2
ORCA calculation (ωB97M-V/def2-TZVPD) on a cluster of 8 separate species, C5H27NO8S in total at a distorted geometry.

Structure (XYZ):
```
42
Properties=species:S:1:pos:R:3:lowdin_charge:R:1
C 1.582 0.517 0.149 -0.226
C 2.837 -0.232 -0.238 -0.594
S 4.196 0.899 0.170 0.731
C 1.015 1.674 -0.970 -0.174
N 0.418 2.807 -0.259 -0.045
C -0.464 2.636 0.951 -0.196
C -1.736 1.851 0.972 -0.210
O -2.321 1.986 -0.368 -0.113
H 0.786 -0.250 0.396 0.079
H 1.827 1.210 1.127 0.132
H 3.265 -0.571 -1.188 0.051
H 2.990 -1.167 0.236 0.022
H 3.614 1.999 -0.201 -0.170
H 0.373 1.159 -1.612 0.060
H 1.835 2.039 -1.554 0.089
H -0.101 3.346 -0.841 0.054
H 0.057 2.433 1.842 0.077
H -0.710 3.748 1.111 0.149
H -1.733 0.728 1.206 0.119
H -2.593 2.320 1.344 0.110
H -1.782 1.456 -0.967 0.071
H -1.860 -0.615 3.694 0.043
H -1.129 0.696 3.035 0.072
O -1.015 -0.296 3.343 -0.104
H -0.416 -2.527 1.585 0.040
H 0.492 -2.292 0.294 0.053
O -0.430 -2.289 0.656 -0.069
H -2.870 -2.720 -1.258 0.035
H -2.137 -1.926 -0.178 0.019
O -2.480 -1.929 -1.052 -0.008
H 0.244 -2.780 -2.925 -0.010
H -1.236 -2.217 -2.399 0.014
O -0.692 -2.942 -2.799 -0.090
H 2.896 -2.126 1.797 0.038
H 2.119 -1.473 2.762 0.073
O 1.967 -2.108 2.040 -0.052
H -3.654 0.594 -0.447 0.022
H -3.712 -0.879 -0.378 -0.085
O -4.080 -0.155 0.020 -0.044
H 1.750 -0.404 -3.731 0.132
H 1.212 -0.965 -2.279 0.008
O 1.680 -1.232 -3.086 -0.103
```

Properties
E_HOMO   -9.1 eV
Kohn-Sham gap   9.2 eV
E_LUMO   0.1 eV
SMILES   OCCNCCCS.O.O.O.O.O.O.O

# 3
ORCA calculation (ωB97M-V/def2-TZVPD) on a cluster of 2 separate species, C3H5ClS in total at a distorted geometry.

Structure (XYZ):
```
10
Properties=species:S:1:pos:R:3:lowdin_charge:R:1
C -0.633 0.652 -0.768 -0.113
C -0.572 0.471 0.799 -0.123
C 0.626 0.452 -0.039 -0.850
S 1.722 -2.114 -0.152 0.284
Cl 1.907 1.451 -0.073 0.786
H -1.131 -0.202 -1.236 0.113
H -0.956 1.581 -1.052 0.072
H -0.883 1.271 1.363 0.079
H -0.999 -0.383 1.167 0.073
H 0.919 -3.180 -0.009 -0.321
```

Properties
E_HOMO (alpha / beta)   -8.7 / -8.6 eV
Kohn-Sham gap (alpha / beta)   7.2 / 6.8 eV
E_LUMO (alpha / beta)   -1.5 / -1.8 eV

# 4
ORCA calculation (ωB97M-V/def2-TZVPD) on a structure of composition C34H35N12O2S4Tl at a distorted geometry.

Structure (XYZ):
```
88
Properties=species:S:1:pos:R:3:lowdin_charge:R:1
Tl -0.694 -1.208 0.657 0.580
N 0.233 -4.972 2.188 0.065
C 1.116 -3.989 1.820 -0.950
S 1.782 -2.961 3.028 0.453
N 1.456 -3.996 0.544 -0.036
N 1.611 -2.891 -0.115 -0.004
C 2.466 -2.828 -1.103 -0.197
C 3.425 -3.939 -1.378 -0.171
C 2.968 -5.252 -1.516 -0.028
C 3.860 -6.295 -1.729 -0.094
C 5.226 -6.052 -1.807 -0.124
C 5.695 -4.753 -1.654 -0.109
C 4.803 -3.711 -1.434 -0.055
C 2.492 -1.586 -1.893 -0.202
C 3.271 -1.452 -3.061 -0.027
C 3.318 -0.242 -3.723 -0.094
C 2.584 0.835 -3.237 -0.096
C 1.796 0.597 -2.123 -0.178
N 1.732 -0.561 -1.487 0.107
H -0.177 -4.796 3.088 0.057
H -0.444 -5.180 1.460 0.077
H 1.905 -5.440 -1.453 0.111
H 3.486 -7.309 -1.831 0.094
H 5.920 -6.867 -1.980 0.086
H 6.761 -4.552 -1.696 0.089
H 5.175 -2.706 -1.279 0.113
H 3.811 -2.306 -3.442 0.102
H 3.924 -0.133 -4.616 0.095
H 2.609 1.806 -3.721 0.085
H 1.172 1.383 -1.697 0.079
S -1.708 -3.408 -1.181 0.401
C -3.396 -2.991 -1.037 -0.780
C -4.170 -2.900 -2.203 -0.115
C -5.518 -2.534 -2.207 -0.231
C -6.233 -2.463 -3.450 -0.214
N -6.781 -2.415 -4.464 0.113
C -6.139 -2.246 -0.980 -0.231
C -5.399 -2.338 0.192 -0.098
C -4.037 -2.707 0.226 -0.782
S -3.225 -2.791 1.747 0.382
C -7.527 -1.872 -0.935 -0.205
N -8.641 -1.576 -0.900 0.118
H -3.692 -3.128 -3.147 0.095
H -5.884 -2.112 1.132 0.094
N -2.044 -0.086 -1.535 0.023
C -3.084 0.926 -1.352 -0.273
C -3.148 1.957 -2.493 -0.139
C -1.864 2.782 -2.727 -0.163
C -1.829 4.150 -2.037 -0.168
N -1.839 4.086 -0.581 0.091
C -0.781 3.877 0.181 -0.452
N 0.483 4.105 -0.239 0.179
N -0.959 3.534 1.465 0.195
C -2.988 1.650 0.011 -0.596
O -3.737 2.684 0.146 -0.069
O -2.157 1.256 0.850 -0.118
H -1.274 0.244 -2.104 0.056
H -2.400 -0.925 -1.978 0.024
H -4.048 0.413 -1.330 0.152
H -3.980 2.633 -2.286 0.110
H -3.381 1.412 -3.409 0.112
H -1.756 2.974 -3.798 0.108
H -0.981 2.216 -2.417 0.088
H -2.720 4.710 -2.322 0.120
H -0.961 4.719 -2.379 0.104
H -2.717 3.662 -0.197 0.054
H 0.666 4.079 -1.227 0.090
H 1.198 3.669 0.347 0.008
H -1.790 2.957 1.611 0.092
H -0.135 3.129 1.893 0.044
N 1.155 0.131 3.410 0.084
C 1.543 1.356 3.131 -0.837
S 2.060 1.771 1.584 0.661
N 1.347 2.236 4.181 0.055
C 1.944 3.460 4.536 -0.235
C 2.950 4.114 3.824 -0.041
C 3.478 5.304 4.308 -0.093
C 3.028 5.869 5.491 -0.118
C 2.022 5.223 6.194 -0.104
C 1.490 4.034 5.726 -0.040
H 1.287 -0.652 2.761 -0.066
H 0.841 -0.134 4.331 0.110
H 0.773 1.859 4.916 0.129
H 3.312 3.685 2.905 0.049
H 4.261 5.795 3.742 0.100
H 3.451 6.793 5.863 0.092
H 1.646 5.648 7.116 0.097
H 0.706 3.536 6.289 0.109
```

Properties
E_HOMO   -1.2 eV
Kohn-Sham gap   4.6 eV
E_LUMO   3.4 eV
Net charge   -2